[1]
{"formula": "C32H48CaClO20", "method": "the ωB97M-V functional and the def2-TZVPD basis", "homo_energy_ev": -11.3, "total_charge": 1, "de_lowest_kcal_mol": 37.7, "max_force_ha_per_bohr": 0.1235, "e_tot_ev": -105860.5524, "symbols": ["Ca", "Cl", "O", "O", "O", "O", "O", "C", "O", "C", "C", "C", "H", "H", "H", "H", "H", "H", "O", "C", "O", "C", "C", "C", "H", "H", "H", "H", "H", "H", "O", "C", "O", "C", "C", "C", "H", "H", "H", "H", "H", "H", "O", "C", "O", "C", "C", "C", "H", "H", "H", "H", "H", "H", "O", "C", "O", "C", "C", "C", "H", "H", "H", "H", "H", "H", "O", "C", "O", "C", "C", "C", "H", "H", "H", "H", "H", "H", "O", "C", "O", "C", "C", "C", "H", "H", "H", "H", "H", "H", "O", "C", "O", "C", "C", "C", "H", "H", "H", "H", "H", "H"], "coordinates": [[1.845, -4.564, -1.574], [0.470, -1.201, 0.003], [1.363, -0.543, -0.895], [0.420, -2.576, -0.479], [0.843, -1.104, 1.407], [-0.863, -0.659, -0.096], [1.983, -3.444, -3.560], [1.306, -2.551, -4.087], [0.064, -2.688, -4.324], [-0.677, -1.555, -4.688], [0.399, -0.451, -4.668], [1.690, -1.214, -4.501], [-1.568, -1.397, -4.082], [-1.205, -1.595, -5.641], [0.282, 0.224, -3.820], [0.413, 0.104, -5.606], [2.271, -0.719, -3.723], [2.114, -1.407, -5.487], [-0.439, -4.630, -2.262], [-1.647, -4.720, -2.424], [-2.129, -5.685, -3.217], [-3.470, -5.809, -3.053], [-4.038, -4.569, -2.457], [-2.804, -3.900, -1.840], [-3.810, -6.576, -2.357], [-3.887, -6.146, -4.002], [-4.694, -4.740, -1.603], [-4.701, -4.069, -3.164], [-2.709, -4.074, -0.769], [-2.674, -2.860, -2.140], [2.018, -4.547, 1.007], [2.784, -4.009, 1.808], [4.090, -3.997, 1.490], [4.867, -3.340, 2.492], [3.879, -2.959, 3.499], [2.552, -3.472, 3.183], [5.326, -2.408, 2.162], [5.667, -3.923, 2.949], [3.774, -1.882, 3.633], [4.102, -3.472, 4.435], [1.791, -2.696, 3.270], [2.289, -4.364, 3.751], [6.629, 3.234, 1.284], [5.501, 2.786, 1.297], [5.300, 1.511, 1.215], [3.982, 1.171, 1.222], [3.215, 2.433, 1.543], [4.227, 3.583, 1.351], [3.790, 0.571, 2.112], [3.458, 0.642, 0.425], [2.834, 2.457, 2.564], [2.326, 2.568, 0.927], [4.342, 4.405, 2.057], [4.091, 4.101, 0.401], [1.394, -0.030, 7.940], [0.785, 0.040, 6.882], [-0.434, 0.564, 6.720], [-0.828, 0.554, 5.298], [0.570, 0.433, 4.662], [1.341, -0.478, 5.591], [-1.272, 1.497, 4.977], [-1.438, -0.321, 5.073], [1.113, 1.342, 4.401], [0.470, -0.158, 3.752], [2.411, -0.326, 5.449], [1.002, -1.512, 5.516], [1.850, 5.852, -2.620], [1.198, 4.909, -2.598], [1.771, 3.729, -2.594], [0.728, 2.742, -2.236], [-0.557, 3.397, -2.695], [-0.257, 4.830, -2.440], [0.737, 2.781, -1.147], [1.023, 1.729, -2.507], [-1.392, 3.053, -2.085], [-0.810, 3.295, -3.750], [-0.706, 5.293, -1.562], [-0.764, 5.308, -3.278], [-6.719, 0.332, -3.652], [-5.790, 0.357, -2.907], [-4.794, -0.622, -2.860], [-3.713, -0.253, -1.989], [-3.998, 1.152, -1.512], [-5.457, 1.425, -1.839], [-2.829, -0.155, -2.619], [-3.492, -0.888, -1.131], [-3.283, 1.839, -1.965], [-3.842, 1.297, -0.443], [-5.668, 2.392, -2.294], [-6.105, 1.330, -0.968], [-0.444, 4.903, 3.652], [-1.076, 4.067, 2.956], [-0.946, 2.734, 3.163], [-1.587, 1.995, 2.168], [-1.813, 2.990, 1.029], [-1.806, 4.351, 1.746], [-2.612, 1.759, 2.455], [-0.870, 1.351, 1.659], [-2.743, 2.914, 0.465], [-1.139, 3.136, 0.186], [-2.814, 4.724, 1.929], [-1.379, 5.074, 1.051]], "forces_ev_per_angstrom": [[-1.47, 1.21, 0.82], [-1.64, 0.31, 0.73], [0.88, 0.95, 0.05], [0.37, -1.28, 0.24], [0.72, -0.48, -1.29], [0.17, 0.06, -0.41], [-0.11, 0.15, -0.04], [0.59, 0.04, 1.14], [-2.78, -3.21, 0.13], [-0.33, 2.13, -0.74], [-0.78, 0.44, -0.14], [0.69, 0.96, 0.04], [0.60, -0.20, 1.07], [0.87, -0.88, -0.59], [-0.21, 0.03, -0.20], [-0.15, 0.18, 0.26], [0.84, -0.26, -0.62], [0.93, 0.54, 0.12], [-0.15, -0.14, 0.36], [0.23, -0.28, -0.52], [2.84, 0.53, 0.74], [-3.72, -1.98, -0.24], [-0.86, 1.13, 0.87], [0.95, -0.25, -1.18], [1.06, -0.77, 0.07], [-0.09, 0.49, -0.10], [-0.16, -0.58, -0.24], [0.73, 0.86, -0.04], [-0.26, 0.55, 0.10], [0.16, 0.02, 0.50], [0.32, 0.50, -0.11], [-0.19, -1.01, -1.61], [-0.13, -0.10, -0.53], [0.95, 0.97, 0.04], [0.05, 1.02, 3.82], [-1.39, -0.91, -1.49], [0.10, -0.36, -0.93], [-0.20, -0.66, -0.72], [0.55, -0.07, 0.26], [0.57, 0.86, 0.38], [-0.30, -0.47, -0.38], [-0.32, 0.12, 0.23], [-0.99, -0.34, 0.18], [2.69, 3.60, -0.38], [1.25, -2.67, -1.08], [-3.28, -0.52, 2.20], [-1.21, 2.15, 0.36], [-0.10, -0.62, -0.47], [0.32, -0.72, -0.06], [1.21, -0.01, -0.85], [0.15, -0.22, 0.10], [0.08, -0.05, -0.18], [-0.36, -0.46, 0.42], [0.11, -0.21, -0.24], [-1.60, 0.43, -1.22], [2.30, -0.68, 2.40], [-1.04, 0.22, -0.19], [2.34, 0.47, 0.39], [-0.59, -1.79, -2.21], [-0.66, 1.25, -0.13], [-0.28, -0.25, 0.71], [-0.11, 0.09, 0.22], [-0.40, 0.20, 0.44], [-0.14, 0.53, -0.62], [-0.07, -0.43, 0.57], [0.28, -0.16, -0.21], [2.77, 4.94, -0.48], [-1.27, -1.21, 0.99], [-0.38, -3.48, -0.27], [0.93, 0.71, 0.56], [-0.65, -1.48, 0.56], [-2.23, 0.61, -1.32], [-0.15, -0.38, 0.23], [-0.07, 0.32, -0.44], [-0.09, -0.24, -0.20], [0.21, -0.52, 0.02], [0.58, -0.18, 0.29], [0.40, 0.88, 0.14], [0.58, -0.39, 0.15], [0.29, 0.20, 1.02], [-0.53, -0.02, 0.14], [0.36, 0.88, -0.52], [-0.06, 1.17, 1.00], [0.00, -0.25, -1.10], [0.17, -0.62, 0.06], [-0.53, -0.61, -0.39], [-0.36, 0.17, -0.30], [0.09, -0.39, 0.02], [0.11, 0.01, 0.12], [-0.08, -0.22, -0.14], [-2.43, -3.11, -1.93], [4.20, 3.44, 3.30], [0.31, 0.69, 0.98], [-0.08, 1.00, -2.88], [-1.26, 2.17, -1.08], [-1.57, -0.11, -2.21], [0.47, -1.24, 0.38], [-0.54, -1.38, 1.21], [-0.33, -0.55, 0.48], [0.96, -1.00, 0.45], [-0.07, -0.09, 0.41], [0.41, 0.32, 0.76]]}



[2]
{"formula": "C10H10N2O2", "method": "the ωB97M-V functional and the def2-TZVPD basis", "homo_energy_ev": -9.0, "total_charge": 0, "smiles": "O=c1cc[nH]c(=O)[nH]1.c1ccccc1", "de_lowest_kcal_mol": 66.7, "max_force_ha_per_bohr": 0.1137, "e_tot_ev": -17605.6496, "symbols": ["O", "C", "C", "C", "N", "C", "O", "N", "H", "H", "H", "H", "C", "C", "C", "C", "C", "C", "H", "H", "H", "H", "H", "H"], "coordinates": [[-2.356, -1.725, 1.915], [-2.261, -1.004, 0.900], [-3.015, -1.288, -0.295], [-3.313, -0.271, -1.157], [-2.772, 1.099, -1.008], [-1.940, 1.428, 0.097], [-1.484, 2.525, 0.341], [-1.849, 0.335, 1.029], [-3.382, -2.361, -0.419], [-4.059, -0.307, -1.916], [-3.020, 1.895, -1.690], [-1.614, 0.732, 1.978], [1.242, 0.407, 0.150], [1.549, -0.686, -0.776], [2.892, -1.160, -0.940], [3.880, -0.511, -0.041], [3.640, 0.721, 0.673], [2.345, 1.062, 0.705], [0.280, 0.714, 0.368], [0.693, -1.456, -0.986], [2.896, -2.139, -1.394], [4.973, -0.874, -0.208], [4.500, 1.133, 1.160], [2.172, 1.731, 1.513]], "forces_ev_per_angstrom": [[1.17, 1.14, -2.11], [-1.83, 0.14, 3.32], [-0.32, -0.43, -2.14], [1.33, 1.86, 1.55], [-0.18, -0.76, -0.24], [-1.60, -0.93, 0.04], [-0.30, -1.02, -0.44], [0.65, 1.70, 0.33], [0.34, 1.92, 0.12], [-0.17, -0.34, -0.63], [0.61, -2.06, 1.61], [-0.12, -1.21, -1.37], [3.88, -2.22, -2.76], [-1.03, -0.62, 2.13], [-1.28, 2.35, 3.67], [1.40, -0.41, -3.30], [1.63, -4.86, -2.81], [-2.36, 1.04, 1.82], [-1.38, 0.37, 0.36], [1.49, 1.86, -0.33], [1.11, 0.07, -0.20], [-1.98, 0.56, 0.75], [-0.22, 0.56, 0.46], [-0.83, 1.29, 0.16]]}



[3]
{"formula": "C5H11NO", "method": "the ωB97M-V functional and the def2-TZVPD basis", "homo_energy_ev": [-16.6, -16.2], "multiplicity": 2, "total_charge": 1, "de_lowest_kcal_mol": 41.0, "max_force_ha_per_bohr": 0.0421, "e_tot_ev": -8891.5573, "symbols": ["C", "C", "C", "N", "C", "C", "O", "H", "H", "H", "H", "H", "H", "H", "H", "H", "H", "H"], "coordinates": [[0.272, -1.281, 1.326], [1.385, -1.812, 0.378], [-0.888, -0.732, 0.549], [-0.745, -0.168, -0.763], [0.056, 1.046, -1.035], [-0.602, 2.344, -0.592], [-2.049, -0.925, 0.815], [0.732, -0.427, 1.843], [-0.265, -2.108, 1.808], [2.018, -1.077, -0.101], [0.893, -2.468, -0.327], [2.070, -2.418, 0.966], [-1.702, -0.178, -1.142], [0.167, 1.078, -2.120], [0.939, 0.885, -0.430], [-1.052, 2.249, 0.403], [0.155, 3.122, -0.430], [-1.382, 2.872, -1.149]], "forces_ev_per_angstrom": [[0.44, 0.80, -1.48], [-0.71, -0.59, 0.60], [0.49, -1.18, -0.66], [-1.14, 1.32, 0.46], [-0.77, -0.62, 0.18], [-0.58, 1.42, 1.53], [-0.01, 0.57, -0.01], [-0.54, -0.62, 1.01], [0.93, 0.46, 0.99], [-0.27, 0.36, -0.20], [0.33, -0.17, -0.52], [-0.09, -0.12, 0.14], [0.30, -0.01, -0.61], [0.58, -0.25, 0.05], [0.53, 0.22, -0.54], [0.13, -0.30, 0.04], [0.21, -0.42, -0.28], [0.17, -0.88, -0.70]]}



[4]
{"formula": "C25H33N3O7", "method": "the ωB97M-V functional and the def2-TZVPD basis", "homo_energy_ev": -7.6, "total_charge": 0, "de_lowest_kcal_mol": 560.5, "max_force_ha_per_bohr": 0.3463, "e_tot_ev": -45238.8712, "symbols": ["C", "H", "O", "C", "C", "N", "C", "O", "C", "N", "C", "O", "C", "C", "C", "C", "O", "H", "H", "H", "H", "H", "H", "C", "C", "C", "C", "C", "C", "C", "H", "H", "O", "C", "H", "H", "H", "O", "C", "H", "H", "H", "H", "H", "C", "O", "N", "H", "C", "H", "C", "C", "C", "H", "H", "C", "H", "H", "H", "H", "H", "H", "H", "H", "H", "H", "H", "H"], "coordinates": [[1.764, -0.245, 2.624], [1.139, 0.269, 1.868], [1.201, -1.590, 2.948], [1.133, -2.499, 2.054], [-0.056, -2.472, 1.390], [-0.439, -1.256, 0.611], [-1.282, -0.095, 0.912], [-1.258, 0.579, 0.078], [-2.111, -0.410, 2.094], [-1.402, -0.164, 3.251], [-1.590, -1.284, 4.303], [-2.040, -2.354, 4.212], [-0.430, -0.790, 5.391], [-0.474, -1.624, 6.523], [0.565, -0.901, 7.353], [0.610, 0.459, 6.771], [0.085, 0.507, 5.491], [1.222, 1.320, 6.976], [0.829, -1.202, 8.200], [-0.872, -2.525, 6.771], [-0.830, 0.578, 3.483], [-3.014, 0.566, 2.072], [-2.865, -1.282, 2.121], [0.138, -1.321, -0.618], [-0.536, -1.493, -1.951], [0.009, -0.793, -3.197], [-0.575, -0.488, -4.283], [-2.198, -1.013, -4.294], [-2.723, -1.228, -2.991], [-1.947, -1.414, -1.956], [-2.459, -1.965, -1.052], [-3.627, -1.633, -3.029], [-2.796, -0.694, -5.461], [-4.021, -0.868, -5.462], [-4.635, -0.252, -4.752], [-4.613, -0.814, -6.536], [-4.248, -2.115, -5.312], [-0.400, -0.025, -5.435], [1.134, 0.022, -5.540], [1.339, 0.833, -4.776], [1.293, 0.502, -6.658], [1.560, -0.738, -5.160], [1.106, -0.543, -3.017], [0.795, -2.309, -0.705], [1.530, -0.571, -0.589], [2.687, -0.872, -0.735], [1.264, 0.937, -0.892], [0.306, 1.224, -0.942], [2.207, 1.742, -0.934], [3.110, 1.369, -0.701], [2.009, 2.839, 0.201], [1.136, 3.919, -0.422], [1.730, 4.019, -1.992], [2.635, 4.832, -1.805], [1.006, 4.751, -2.593], [1.809, 2.765, -2.226], [1.273, 2.248, -2.743], [2.873, 2.640, -2.757], [0.015, 3.589, -0.474], [0.958, 5.152, 0.051], [3.086, 3.317, 0.438], [1.509, 2.527, 1.076], [-0.351, -3.448, 0.787], [-1.087, -2.417, 2.370], [1.244, -3.362, 2.611], [1.921, -2.344, 1.328], [2.790, -0.375, 2.110], [1.861, 0.284, 3.518]], "forces_ev_per_angstrom": [[0.49, -2.85, -2.71], [0.16, -0.11, 0.62], [1.62, 7.65, 5.46], [3.82, -1.42, -2.50], [-11.46, -1.02, -0.37], [-0.29, -2.37, 2.83], [1.29, -15.15, 8.96], [-1.58, 13.49, -11.51], [-5.62, 5.46, -0.28], [-2.95, -6.97, 3.47], [7.09, 7.71, -0.73], [-1.77, -1.29, -0.10], [-5.68, -3.44, -0.15], [5.90, 6.63, -1.02], [-5.20, 5.90, -8.93], [1.48, -3.72, 1.09], [-0.85, -3.56, 1.69], [0.04, -0.02, 0.35], [2.62, -1.99, 7.18], [-1.20, -2.38, -0.07], [0.99, 1.69, 0.30], [2.03, -2.47, -0.47], [2.10, 0.89, -0.24], [6.90, -3.61, -2.66], [-3.38, 5.34, -2.34], [5.62, -1.93, 6.69], [-11.18, -3.51, -0.51], [4.80, 3.19, 2.96], [0.63, 0.96, -7.78], [3.74, -4.16, 6.26], [0.88, 1.62, -1.33], [-4.35, -1.04, 0.54], [7.77, 0.98, 0.61], [-11.31, -4.85, -2.36], [0.53, -0.58, -0.28], [2.03, 0.55, 2.28], [0.04, 3.03, 0.30], [5.33, 1.07, -3.24], [-4.55, 9.94, -4.40], [0.33, -0.47, -1.18], [0.12, -1.90, 3.07], [2.91, -6.23, 1.55], [-1.34, -0.19, -0.62], [-1.59, 0.78, 0.95], [-1.65, 6.21, -4.01], [-0.57, -1.52, 1.17], [-6.35, -11.59, 1.52], [-0.22, -0.07, 0.13], [1.10, 11.08, 0.49], [3.45, -1.52, -0.64], [2.81, 3.04, -0.57], [-2.45, 3.91, -0.78], [-2.88, 14.56, 5.46], [-1.45, -2.78, -0.82], [1.16, -2.03, 0.98], [14.00, -6.28, 1.33], [-6.99, -5.34, -5.85], [-1.83, -0.27, 0.03], [1.90, 0.25, 0.00], [1.07, -3.90, -0.94], [-2.32, -0.97, -0.17], [-0.05, -0.92, 1.16], [0.79, 2.03, 1.03], [3.49, -0.92, -3.06], [0.41, -2.75, 0.37], [0.99, -0.68, -0.49], [-1.37, 0.06, 0.91], [0.02, 0.72, 1.38]]}